Record 1
This record from OMol25 describes C7H9N3O2 in the gas phase at a distorted geometry. The level of theory is the ωB97M-V functional and the def2-TZVPD basis.

Geometry as XYZ:
```
21
Properties=species:S:1:pos:R:3:lowdin_charge:R:1
C 2.1808 -1.4770 0.4658 -0.084
C 0.9343 -1.0552 -0.0619 -0.126
C 1.1787 0.2661 -0.4282 -0.015
C -0.2169 -1.9575 -0.1472 -0.417
C -2.0161 -0.2673 0.0753 -0.085
C 3.0950 1.8217 -0.1992 -0.017
C -3.9501 0.9624 0.3130 -0.097
N 3.0578 -0.5002 0.4492 0.080
N 2.4407 0.5489 -0.0954 -0.212
N -1.5276 -1.4720 -0.2644 0.094
O -0.0751 -3.1629 -0.1159 0.089
O -3.3476 -0.2731 -0.0171 -0.124
H 2.4342 -2.4443 0.8513 0.116
H 0.5206 0.9771 -0.8846 0.120
H 2.9018 2.4208 0.6948 0.093
H 4.1660 1.6619 -0.2862 0.089
H 2.7275 2.3588 -1.0723 0.090
H -3.1889 1.7433 0.3632 0.076
H -4.4487 0.8777 1.2805 0.088
H -4.6857 1.2055 -0.4523 0.086
H -2.1809 -2.2346 -0.4684 0.156
```

## Properties
2S+1 = 1
Kohn-Sham gap = 9.84 eV
HOMO energy = -9.1 eV

=====

Record 2
This record from OMol25 describes C7H9N3O3 in the gas phase at a distorted geometry. The level of theory is the ωB97M-V functional and the def2-TZVPD basis.

Geometry as XYZ:
```
22
Properties=species:S:1:pos:R:3:lowdin_charge:R:1
C 0.3018 1.4915 1.1230 -0.047
C -0.3908 1.4102 -0.0565 -0.004
C 1.4204 0.6047 1.0800 -0.201
C -0.1965 0.3887 -1.1644 -0.447
C 1.8710 -0.0634 -0.1478 -0.217
C 1.0850 -0.9017 0.8809 -0.068
C -0.2850 -1.3826 0.4854 -0.247
N -1.1284 0.0466 -1.9005 0.198
N -0.2995 -2.4604 -0.4934 0.087
N -1.4342 -1.1785 1.1180 -0.270
O 1.1745 0.1065 -1.3130 0.026
O -1.6491 -0.3649 2.0772 -0.035
O -2.5060 -1.8855 0.7344 0.069
H 0.2239 2.4545 1.5901 0.111
H -1.0496 2.3276 -0.2889 0.138
H 2.2099 0.7787 1.9247 0.180
H 2.9450 -0.1531 -0.2824 0.161
H 1.6019 -1.4923 1.6078 0.132
H -0.8269 -0.4892 -2.6745 0.056
H -3.2252 -1.4287 1.3169 0.182
H 0.0851 -2.2356 -1.4012 0.067
H -0.1593 -3.4925 -0.2597 0.128
```

## Properties
2S+1 = 1
Kohn-Sham gap = 9.05 eV
SMILES string = [H]/N=C1/C=C[C@@H]2[C@H](O1)[C@@H]2/C(N)=[N+](\[O-])O
HOMO energy = -8.5 eV

=====

Record 3
This record from OMol25 describes C7H9N3O4 in the gas phase at a distorted geometry. The level of theory is the ωB97M-V functional and the def2-TZVPD basis.

Geometry as XYZ:
```
23
Properties=species:S:1:pos:R:3:lowdin_charge:R:1
O -0.8700 -2.4936 -2.6652 0.079
O -1.4545 0.2226 -1.3702 0.115
O 2.5205 -1.4585 -0.1162 0.148
O 0.3349 2.9183 2.5255 -0.136
C -0.1317 -1.6997 -1.9619 -0.281
C -0.3943 -0.4339 -1.2735 -0.301
C 1.5335 -1.2282 -0.7356 -0.471
N 1.2031 -1.9213 -1.8379 0.241
N 0.5965 -0.2339 -0.3405 0.111
N 0.5921 0.7740 0.6741 -0.069
C -0.1973 1.6276 2.9635 -0.188
C 1.5978 2.6297 1.8814 -0.167
C -0.4750 0.7664 1.7867 -0.115
C 1.2875 1.9990 0.5158 -0.174
H 1.6127 -2.7312 -2.1145 0.146
H 0.5574 1.0028 3.5102 0.129
H -1.1308 1.8717 3.5831 0.157
H 2.1741 1.8055 2.4063 0.144
H 2.1105 3.5534 1.5869 0.129
H -1.4801 1.0505 1.2640 0.145
H -0.6996 -0.2251 2.0359 0.098
H 2.1879 1.6892 -0.0163 0.127
H 0.6958 2.6855 -0.1306 0.136
```

## Properties
2S+1 = 1
Kohn-Sham gap = 8.42 eV
SMILES string = O=C1NC(=O)N(N2CCOCC2)C1=O
HOMO energy = -9.3 eV

=====

Record 4
This record from OMol25 describes a molecular structure, C7H9N3OS at a distorted geometry. The level of theory is the ωB97M-V functional and the def2-TZVPD basis.

Geometry as XYZ:
```
21
Properties=species:S:1:pos:R:3:lowdin_charge:R:1
C -2.3831 1.3819 0.0023 -0.131
C -3.3059 0.3911 -0.0749 -0.411
C -1.0629 0.8606 0.0926 -0.276
C 0.2518 1.4029 -0.0112 -0.247
C 1.1858 0.3937 -0.1255 -0.324
C -1.0853 -0.5090 0.2673 -0.329
C 0.9920 -3.1495 -0.1435 -0.078
N 0.6685 -0.8697 -0.3078 0.033
N 0.5429 2.7703 -0.0466 0.099
N 2.5639 0.5494 -0.1450 0.134
O 1.3650 -1.8799 0.3476 -0.174
S -2.6237 -1.2030 -0.0235 0.965
H -2.6284 2.4274 -0.0583 0.103
H -4.3725 0.4924 -0.1405 0.060
H 1.5422 -3.8652 0.4634 0.090
H 1.2590 -3.2595 -1.1980 0.090
H -0.0839 -3.2988 -0.0224 0.076
H -0.2177 3.3353 0.3014 0.079
H 1.4191 3.0143 0.3939 0.073
H 3.0512 -0.3159 0.0434 0.086
H 2.9221 1.3311 0.3855 0.084
```

## Properties
2S+1 = 1
Kohn-Sham gap = 7.40 eV
HOMO energy = -6.7 eV

=====

Record 5
This record from OMol25 describes 2 unconnected molecules or ions with the total composition C7H9N4O at a distorted geometry. The level of theory is the ωB97M-V functional and the def2-TZVPD basis.

Geometry as XYZ:
```
21
Properties=species:S:1:pos:R:3:lowdin_charge:R:1
C 2.2135 -1.9099 1.1382 0.010
C 2.9346 -1.3975 0.0389 -0.048
C 0.8432 -1.4253 1.4076 0.005
C 2.4686 -0.2285 -0.5522 -0.090
C 0.5575 -0.3862 0.6128 -0.123
C -1.4767 2.4671 -0.2271 0.003
C -2.2213 0.3221 -0.1467 -0.345
N 1.2826 0.3173 -0.1526 0.100
N -0.8758 1.8964 0.8594 0.027
N -1.2726 0.6299 0.9567 0.055
N -2.2498 1.5855 -0.8353 0.158
O -1.9032 -0.8012 -0.9224 0.087
H 2.4520 -2.7412 1.8301 0.126
H 3.8542 -1.8632 -0.3686 0.127
H 0.2848 -1.9362 2.1594 0.112
H 2.9354 0.2381 -1.4771 0.142
H -1.4216 3.4872 -0.3254 0.134
H -3.1537 0.1303 0.3090 0.145
H -0.7250 2.4376 1.6478 0.146
H -2.5547 1.7101 -1.8156 0.194
H -1.1710 -0.7291 -1.4242 0.033
```

## Properties
2S+1 = 1
Kohn-Sham gap (alpha / beta) = 8.56 / 8.56 eV
HOMO energy (alpha / beta) = -12.5 / -12.5 eV
total charge = +1

=====

Record 6
This record from OMol25 describes 2 unconnected molecules or ions with the total composition C7H9N6 at a distorted geometry. The level of theory is the ωB97M-V functional and the def2-TZVPD basis.

Geometry as XYZ:
```
22
Properties=species:S:1:pos:R:3:lowdin_charge:R:1
C -2.7001 -0.1067 1.5539 -0.174
C -4.0413 -0.5124 -0.3488 0.004
C -2.9566 1.4886 -0.3369 -0.232
C -0.1254 1.2535 0.7647 -0.007
C 2.0222 -0.0985 0.0954 -0.063
C -0.2889 0.1234 -0.2434 -0.305
C -3.2148 0.3120 0.3291 -0.262
N -1.9917 -0.5566 2.3446 0.197
N -4.9418 -1.0461 -0.9296 0.339
N -2.4726 2.3835 -0.8673 0.196
N 0.8908 0.8469 -0.1447 0.007
N 1.3749 -1.3872 -0.0771 -0.039
N -0.0260 -1.2110 0.1628 0.012
H -0.7224 2.2227 0.5540 0.139
H -0.0967 0.9633 1.9067 0.169
H 2.8337 0.0581 -0.5056 0.116
H 2.3153 -0.0003 1.0953 0.124
H -0.9932 0.2638 -1.1511 0.181
H 0.9898 1.5042 -0.9024 0.203
H 1.5310 -1.8407 -1.1138 0.202
H -0.1288 -1.3783 1.1638 0.104
H -5.2722 -1.7794 -1.4391 0.088
```

## Properties
2S+1 = 1
Kohn-Sham gap = 9.70 eV
HOMO energy = -13.1 eV
total charge = +1

=====

Record 7
This record from OMol25 describes C7H9NO in the gas phase at a distorted geometry. The level of theory is the ωB97M-V functional and the def2-TZVPD basis.

Geometry as XYZ:
```
18
Properties=species:S:1:pos:R:3:lowdin_charge:R:1
C -0.5376 -0.8947 2.2068 -0.122
C -1.8038 -0.3601 0.2359 -0.112
C -0.6019 0.0862 -0.4177 -0.250
C 0.2409 -0.7564 -1.1106 0.013
C 1.3727 -0.2285 -1.7180 -0.095
C 1.7337 1.0295 -1.4872 -0.069
C 0.8545 1.8435 -0.6777 -0.129
H 0.3374 -0.8959 1.8494 -0.015
H -0.5512 0.1953 2.3473 0.091
H -0.5575 -1.6127 3.1656 0.147
H -2.3842 0.5393 0.5616 0.151
H -2.3125 -0.9321 -0.2623 0.033
H 0.1184 -1.6698 -1.2492 0.044
H 2.0674 -0.8445 -2.4357 0.150
H 2.7161 1.6535 -1.7817 0.152
H 1.1912 2.7269 -0.5056 0.041
N -0.2159 1.3725 -0.1524 0.128
O -1.6676 -1.2520 1.4314 -0.156
```

## Properties
2S+1 = 1
Kohn-Sham gap = 10.39 eV
SMILES string = COCc1ccccn1
HOMO energy = -9.6 eV

=====

Record 8
This record from OMol25 describes C7H9NO2 in the gas phase at a distorted geometry. The level of theory is the ωB97M-V functional and the def2-TZVPD basis.

Geometry as XYZ:
```
19
Properties=species:S:1:pos:R:3:lowdin_charge:R:1
N -2.5015 -1.3807 0.6063 0.021
O -3.1006 -2.0187 -0.5158 -0.099
O -0.8054 -0.1340 1.5067 0.068
C 1.0410 0.7013 0.1077 0.006
C -0.6072 -0.8109 -0.8592 0.040
C 0.3553 0.6592 1.3331 -0.228
C 0.5661 -0.0840 -1.0143 -0.263
C -1.3173 -0.8032 0.4248 -0.303
C 0.8765 1.4476 2.4769 -0.029
C 1.2810 -0.1175 -2.3285 -0.053
H -4.0657 -1.9556 -0.4395 0.089
H 1.9425 1.2729 0.0036 0.111
H -1.0257 -1.3826 -1.6638 0.102
H 0.2189 1.2971 3.3560 0.096
H 1.8870 1.1050 2.6705 0.085
H 0.8736 2.5408 2.2795 0.100
H 0.9428 -0.9484 -2.9540 0.081
H 2.3792 -0.2001 -2.1483 0.095
H 1.0596 0.8118 -2.8416 0.083
```

## Properties
2S+1 = 1
Kohn-Sham gap = 8.10 eV
SMILES string = Cc1cc(C)o/c(=N/O)c1
HOMO energy = -7.6 eV

=====

Record 9
This record from OMol25 describes a molecular structure, C7H9NO2Rb at a distorted geometry. The level of theory is the ωB97M-V functional and the def2-TZVPD basis.

Geometry as XYZ:
```
20
Properties=species:S:1:pos:R:3:lowdin_charge:R:1
Rb -11.8195 -0.1633 -13.2479 0.145
O -12.5111 -1.2374 -7.5520 -0.304
C -13.6143 -1.5761 -6.7404 -0.396
C -13.9838 -0.7667 -5.4133 -0.374
O -12.9774 -0.4740 -4.3988 -0.341
H -13.4458 -2.5939 -6.3885 0.072
H -14.4857 -1.6198 -7.3938 0.067
H -14.7550 -1.3729 -4.9379 0.060
H -14.5554 0.1121 -5.7116 0.064
N -9.6473 -3.6539 -17.2974 0.048
C -10.2687 -4.7900 -17.7810 -0.118
C -9.6329 -5.7757 -18.6120 -0.052
C -8.3051 -5.4765 -18.8812 -0.117
C -7.6890 -4.3718 -18.3805 -0.117
C -8.3103 -3.4549 -17.5696 -0.123
H -11.2972 -5.0100 -17.5360 0.089
H -10.0552 -6.6352 -19.1114 0.096
H -7.6526 -6.1234 -19.4488 0.102
H -6.6448 -4.2282 -18.6159 0.099
H -7.8192 -2.6186 -17.0943 0.100
```

## Properties
2S+1 = 1
Kohn-Sham gap = 1.80 eV
HOMO energy = -1.2 eV
total charge = -1

=====

Record 10
This record from OMol25 describes C7H9NO3 in the gas phase at a distorted geometry. The level of theory is the ωB97M-V functional and the def2-TZVPD basis.

Geometry as XYZ:
```
20
Properties=species:S:1:pos:R:3:lowdin_charge:R:1
C -0.1773 2.0751 -0.1528 -0.316
C -0.9318 1.1270 0.5651 -0.047
C 0.7943 -1.0756 0.0610 -0.167
C 1.6405 -0.1655 -0.8643 -0.170
C -1.4459 -0.0039 -0.1463 -0.368
C 1.5505 0.0377 0.5555 -0.233
C -2.7922 -0.6450 0.4569 -0.006
N 0.5004 2.8115 -0.6834 0.143
O -0.5979 -1.2153 -0.0925 -0.092
O 2.9098 -0.6753 -1.3257 0.036
O 2.2245 0.2546 1.6019 0.205
H -1.1324 1.1220 1.6937 0.153
H 1.1003 -2.1438 0.0465 0.182
H 1.1660 0.4102 -1.6512 0.149
H -1.6673 0.1223 -1.2613 0.164
H -2.4296 -0.7830 1.4749 0.081
H -3.0588 -1.4899 -0.0921 0.057
H -3.5457 0.0756 0.4640 0.053
H 2.8973 -0.6513 -2.2230 0.031
H 2.9952 0.8125 1.5729 0.146
```

## Properties
2S+1 = 1
Kohn-Sham gap (alpha / beta) = 6.52 / 8.19 eV
HOMO energy (alpha / beta) = -7.7 / -8.5 eV

=====

Record 11
This record from OMol25 describes C7H9O2P in the gas phase at a distorted geometry. The level of theory is the ωB97M-V functional and the def2-TZVPD basis.

Geometry as XYZ:
```
19
Properties=species:S:1:pos:R:3:lowdin_charge:R:1
C 3.0645 1.8058 0.6905 0.134
C 2.0294 1.3651 0.2964 -0.059
C -0.3413 1.3520 0.5887 -0.045
C 0.6925 0.7888 -0.0482 -0.245
C 0.3802 -0.0189 -1.2623 -0.427
C 0.9452 -1.3731 -1.3411 -0.044
C -1.9911 -0.9861 1.2931 -0.132
O -3.0546 1.1810 -0.2120 -0.292
O -1.0309 -0.0811 -1.2675 -0.200
P -1.8405 0.4368 0.0665 0.599
H 3.8751 2.2640 1.0936 0.002
H -0.2909 1.8319 1.5435 0.094
H 0.6937 0.5586 -2.1746 0.174
H 0.6526 -1.9482 -0.3788 0.114
H 2.0361 -1.4641 -1.3011 0.089
H 0.4784 -1.9543 -2.1665 0.100
H -2.9495 -0.8820 1.8470 0.052
H -2.0815 -1.8185 0.6148 0.032
H -1.2673 -1.0578 2.1180 0.054
```

## Properties
2S+1 = 1
Kohn-Sham gap = 10.14 eV
SMILES string = C#CC1=C[P@@](C)(=O)O[C@@H]1C
HOMO energy = -9.9 eV

=====

Record 12
This record from OMol25 describes C7H9O2P in the gas phase at a distorted geometry. The level of theory is the ωB97M-V functional and the def2-TZVPD basis.

Geometry as XYZ:
```
19
Properties=species:S:1:pos:R:3:lowdin_charge:R:1
C -2.5760 1.1067 0.2490 -0.074
C -1.9180 1.0941 -0.9444 -0.104
C -1.9122 0.9079 1.4500 -0.044
C -0.5811 0.8378 -0.9547 -0.072
C -0.5682 0.5551 1.4857 -0.057
C 0.0419 0.4872 0.2742 -0.314
C 1.9150 -2.2675 -0.8010 -0.166
O 2.4227 0.6459 1.5637 -0.306
O 2.0854 -1.4470 0.3052 -0.310
P 1.7407 0.1371 0.3826 0.592
H -3.6231 1.3350 0.2515 0.106
H -2.4029 1.1963 -1.8652 0.093
H -2.4813 1.0176 2.3322 0.096
H 0.0462 0.8527 -1.9444 0.141
H -0.0439 0.3984 2.3202 0.074
H 1.6928 -1.6184 -1.6932 0.077
H 1.0033 -2.9209 -0.7928 0.088
H 2.8855 -2.8949 -0.7574 0.120
H 2.2732 0.5768 -0.8613 0.061
```

## Properties
2S+1 = 1
Kohn-Sham gap = 10.45 eV
SMILES string = CO[P@H](=O)c1ccccc1
HOMO energy = -9.9 eV

=====

Record 13
This record from OMol25 describes a gas-phase ion, C7H9O5S2 (charge -1) at a distorted geometry. The level of theory is the ωB97M-V functional and the def2-TZVPD basis.

Geometry as XYZ:
```
23
Properties=species:S:1:pos:R:3:lowdin_charge:R:1
C -2.3686 -0.4269 0.4601 -0.190
C -2.1144 -0.5945 1.7495 -0.466
C 1.2787 -0.2148 -0.0259 -0.529
C -1.1726 -0.2264 -0.3616 -0.413
C -0.0328 -0.4006 0.5001 -0.551
C -1.2298 1.2164 -1.0482 -0.028
C 3.5073 -0.6975 0.4324 -0.066
O 1.1776 -3.0658 0.9895 -0.329
O 1.4726 0.1192 -1.2027 0.047
O -1.1968 -2.9308 0.6303 -0.339
O 0.1503 -2.6886 -1.2844 -0.313
O 2.2061 -0.4632 0.9645 -0.073
S -0.4701 -0.5725 2.1670 0.989
S 0.0961 -2.6060 0.1354 0.455
H -3.4481 -0.3602 0.0763 0.135
H -2.9201 -0.8265 2.5916 0.119
H -1.0165 -0.9545 -1.1736 0.123
H -1.3766 1.9330 -0.3238 0.034
H -2.0868 1.3478 -1.7293 0.067
H -0.2085 1.2498 -1.6172 0.101
H 3.6397 -0.1689 -0.4594 0.057
H 3.6390 -1.6816 0.2674 0.040
H 4.4738 -0.4465 1.0834 0.129
```

## Properties
2S+1 = 1
Kohn-Sham gap = 6.89 eV
SMILES string = COC(=O)[C@@]1(S(=O)(=O)[O-])SC=C[C@H]1C
HOMO energy = -3.6 eV
total charge = -1

=====

For the records above, the corresponding total energy values read -586.825064, -661.885061, -737.274866, -909.685234, -566.022448, -600.218997, -401.973905, -477.268597, -501.197403, -552.378009, -763.915511, -763.971978, -1444.692952 hartree.
For the records above, the corresponding ΔE to the lowest compared entry with this formula, charge and spin values read 59.8, 185.1, 68.9, 76.8, 43.7, 78.2, 104.9, 77.4, 57.2, 142.5, 35.4, 0.0, 0.0 kcal per mole.